Record 1
{
  "formula": "C36H53Cl3O9PReSi",
  "method": "ωB97M-V/def2-TZVPD",
  "species": ["Re", "C", "C", "C", "C", "O", "Si", "O", "O", "C", "C", "C", "C", "O", "C", "C", "C", "C", "H", "H", "H", "H", "H", "H", "H", "H", "H", "H", "H", "H", "H", "H", "H", "H", "H", "H", "H", "H", "H", "H", "H", "H", "H", "H", "H", "Cl", "C", "Cl", "Cl", "C", "O", "O", "O", "P", "C", "C", "C", "C", "C", "C", "C", "C", "C", "C", "C", "C", "C", "C", "C", "C", "C", "C", "H", "H", "H", "H", "H", "H", "H", "H", "H", "H", "H", "H", "H", "H", "H", "C", "C", "C", "O", "H", "H", "H", "H", "H", "H", "H", "C", "O", "H", "H", "H", "H"],
  "coordinates": [[0.2441, -0.2342, -0.0312], [3.4366, 0.6652, 2.9311], [2.8860, 2.0597, 2.6539], [3.6129, 3.1176, 3.4925], [1.3784, 2.0868, 2.9269], [3.0925, 2.4361, 1.2974], [3.1977, 1.6355, -0.0920], [1.8682, 0.6365, -0.2541], [3.2054, 2.6760, -1.3116], [2.3468, 3.7099, -1.7762], [3.2470, 4.9025, -2.0984], [1.6445, 3.1701, -3.0240], [1.3231, 4.0858, -0.7112], [4.5510, 0.7762, -0.1575], [4.9466, -0.2849, -1.0217], [6.4636, -0.1941, -1.1926], [4.2595, -0.1481, -2.3765], [4.5507, -1.6004, -0.3461], [3.3727, 0.4475, 3.9938], [4.4725, 0.6089, 2.6096], [2.8589, -0.0752, 2.3789], [3.5020, 2.9152, 4.5539], [3.2094, 4.1010, 3.2671], [4.6680, 3.1147, 3.2358], [1.1844, 1.8004, 3.9571], [0.8748, 1.3771, 2.2623], [0.9755, 3.0809, 2.7443], [3.9628, 4.6324, -2.8675], [3.7977, 5.1768, -1.2043], [2.6624, 5.7500, -2.4415], [2.3784, 2.9225, -3.7859], [0.9421, 3.8986, -3.4206], [1.1154, 2.2596, -2.7498], [1.8425, 4.3754, 0.1956], [0.6904, 3.2274, -0.4837], [0.7116, 4.9150, -1.0542], [6.7297, 0.7601, -1.6385], [6.8088, -0.9931, -1.8431], [6.9568, -0.2762, -0.2285], [4.5473, 0.7928, -2.8358], [3.1816, -0.1430, -2.2343], [4.5424, -0.9718, -3.0249], [5.0739, -1.7157, 0.5998], [4.8007, -2.4426, -0.9853], [3.4793, -1.5899, -0.1465], [1.0885, -4.9160, 3.0673], [1.3368, -3.1784, 2.9795], [0.1662, -2.3513, 4.0110], [2.9839, -2.7745, 3.5049], [1.1457, -2.6719, 1.5290], [1.0935, -3.4672, 0.6117], [1.0683, -1.4028, 1.4428], [-1.4240, -1.4636, 0.5749], [-2.9349, -1.5993, 0.5833], [-3.4675, -2.6681, -0.7867], [-2.4631, -3.1635, -1.6114], [-2.7722, -3.9906, -2.6766], [-4.0972, -4.2951, -2.9464], [-5.1070, -3.7791, -2.1487], [-4.7952, -2.9873, -1.0570], [-3.7255, 0.0391, 0.5224], [-3.0333, 1.0990, 1.0979], [-3.6497, 2.3275, 1.2507], [-4.9720, 2.4864, 0.8682], [-5.6514, 1.4434, 0.2613], [-5.0295, 0.2228, 0.0778], [-3.4779, -2.2335, 2.1979], [-3.0171, -1.5867, 3.3420], [-3.5158, -1.9375, 4.5830], [-4.4887, -2.9191, 4.6876], [-4.9446, -3.5687, 3.5528], [-4.4380, -3.2302, 2.3098], [-1.4417, -2.9018, -1.3888], [-1.9839, -4.3977, -3.2950], [-4.3452, -4.9431, -3.7729], [-6.1403, -4.0040, -2.3706], [-5.5912, -2.6300, -0.4246], [-2.0036, 0.9577, 1.4028], [-3.1115, 3.1573, 1.6809], [-5.4716, 3.4281, 1.0284], [-6.6704, 1.5787, -0.0673], [-5.5596, -0.5742, -0.4184], [-2.2588, -0.8210, 3.2649], [-3.1500, -1.4394, 5.4688], [-4.9013, -3.1673, 5.6524], [-5.6992, -4.3364, 3.6303], [-4.7781, -3.7523, 1.4295], [-2.4684, 0.0968, -2.8187], [-1.4570, 1.1322, -2.3100], [-2.1319, 2.5021, -2.1364], [-0.8616, 0.7470, -1.1211], [-2.9564, 0.4815, -3.7105], [-3.2309, -0.0909, -2.0666], [-1.9712, -0.8388, -3.0529], [-0.6507, 1.2203, -3.0569], [-3.0177, 2.4081, -1.5118], [-2.4294, 2.8894, -3.1076], [-1.4470, 3.2026, -1.6642], [1.5275, -2.3952, -2.8059], [0.6472, -2.1861, -1.7188], [1.2173, -3.2885, -3.3559], [2.5604, -2.5220, -2.4796], [1.4544, -1.5334, -3.4668], [0.8469, -2.8583, -1.0275]],
  "lumo_ev": [-4.7, -4.3],
  "energy_ev": -113484.5642,
  "max_force_ev_per_a": 3.4,
  "gap_ev": [7.05, 7.18],
  "charge": 1,
  "spin_multiplicity": 2,
  "s_squared": 0.87,
  "mol_weight_g_mol": 981.44
}



Record 2
{
  "formula": "C36H53HgN4OP2",
  "method": "ωB97M-V/def2-TZVPD",
  "species": ["C", "C", "C", "C", "C", "H", "H", "H", "N", "P", "P", "C", "H", "H", "C", "H", "C", "C", "C", "C", "C", "H", "H", "H", "C", "H", "H", "H", "C", "H", "H", "H", "C", "H", "H", "H", "C", "H", "H", "H", "C", "H", "H", "H", "C", "H", "H", "H", "C", "H", "H", "H", "C", "H", "H", "H", "C", "H", "H", "H", "C", "H", "H", "H", "C", "H", "H", "H", "Hg", "C", "O", "N", "C", "C", "C", "C", "C", "H", "C", "H", "C", "H", "H", "H", "N", "C", "C", "C", "N", "C", "C", "H", "H", "H", "H", "H", "H"],
  "coordinates": [[-1.5766, -1.7034, -1.9636], [0.6971, -2.1031, -1.8244], [-1.7005, -2.5295, -3.0965], [0.5975, -3.1022, -2.8249], [-0.5926, -3.2901, -3.5124], [-2.7021, -2.5759, -3.5262], [1.5176, -3.5715, -3.1510], [-0.7243, -4.0803, -4.2668], [-0.4369, -1.5408, -1.3109], [-3.0341, -0.5035, 0.1405], [2.9161, -0.6917, -0.3784], [-2.7548, -0.7911, -1.6326], [-2.5461, 0.1677, -2.1195], [-3.7003, -1.1467, -2.0578], [2.0234, -1.4479, -1.7446], [2.7338, -2.0985, -2.2684], [4.3634, 0.0707, -1.1342], [3.1324, -1.5658, 1.1711], [-3.8573, 1.1730, 0.2898], [-4.0293, -1.9802, 0.7229], [4.4404, 1.4777, -0.5138], [4.5132, 1.4391, 0.5812], [5.3489, 1.9374, -0.9169], [3.5754, 2.0979, -0.7779], [5.6393, -0.7117, -0.8267], [5.8867, -0.7257, 0.2408], [5.5864, -1.7216, -1.2544], [6.4350, -0.1616, -1.3438], [4.2805, 0.1377, -2.6669], [5.1992, 0.6283, -2.9926], [4.2540, -0.8637, -3.1112], [3.4263, 0.7129, -3.0286], [3.7001, -0.5288, 2.1549], [3.0241, 0.3276, 2.2637], [3.8009, -1.0117, 3.1313], [4.6929, -0.1729, 1.8539], [1.7886, -2.0905, 1.6776], [1.0992, -1.2461, 1.8224], [1.3340, -2.7976, 0.9763], [1.9295, -2.5858, 2.6472], [4.0702, -2.7801, 1.0297], [5.0800, -2.4927, 0.7251], [4.1398, -3.2532, 2.0181], [3.6658, -3.5183, 0.3183], [-4.4995, -1.7459, 2.1767], [-5.0931, -2.6249, 2.4746], [-3.6433, -1.6588, 2.8656], [-5.1428, -0.8559, 2.2550], [-3.1077, -3.2202, 0.6654], [-2.6398, -3.3220, -0.3233], [-2.3339, -3.1552, 1.4430], [-3.7269, -4.1087, 0.8596], [-5.2413, -2.2138, -0.2050], [-5.7852, -3.0889, 0.1941], [-5.9247, -1.3482, -0.2248], [-4.9241, -2.4543, -1.2351], [-3.0047, 2.1782, -0.5133], [-3.0984, 2.0260, -1.5943], [-3.3475, 3.1985, -0.2921], [-1.9384, 2.1323, -0.2570], [-3.8851, 1.6250, 1.7648], [-2.8710, 1.7109, 2.1772], [-4.3547, 2.6179, 1.8210], [-4.4516, 0.9408, 2.4030], [-5.2771, 1.1307, -0.2910], [-5.2962, 0.7197, -1.3110], [-5.9718, 0.5609, 0.3420], [-5.6492, 2.1654, -0.3405], [-1.0007, -0.1755, 1.3532], [-1.4240, -2.1898, 3.3117], [-0.6872, -2.4229, 4.1605], [1.7163, 0.4425, -0.2071], [1.5740, 0.2666, -1.5030], [1.0151, 1.1448, -2.5581], [0.5851, 2.4946, -2.3766], [0.9738, 0.5834, -3.8482], [0.3184, 3.2620, -3.5108], [0.4653, 2.8906, -1.3603], [0.6746, 1.3424, -4.9581], [1.2998, -0.4559, -3.9373], [0.4296, 2.7153, -4.8006], [0.0040, 4.3053, -3.3958], [0.7097, 0.8965, -5.9620], [0.2916, 3.3518, -5.6819], [1.0704, 4.8171, 5.0780], [0.7359, 3.7526, 4.3098], [0.3850, 2.5218, 4.9055], [-0.0083, 1.4633, 4.0867], [-0.0556, 1.5717, 2.7345], [0.3464, 2.7313, 2.1609], [0.7226, 3.8462, 2.9026], [1.0697, 4.7563, 6.0806], [1.3065, 5.7010, 4.6638], [0.3965, 2.3862, 5.9890], [-0.3113, 0.4980, 4.5187], [0.3648, 2.7419, 1.0688], [1.0036, 4.7658, 2.4010]],
  "relative_energy_kcal_mol": 39.2,
  "lumo_ev": [-1.9, -2.1],
  "energy_ev": -68943.5372,
  "max_force_ev_per_a": 4.4,
  "gap_ev": [5.96, 5.40],
  "charge": 1,
  "mol_weight_g_mol": 820.38
}



Record 3
{
  "formula": "C36H53N2O7SSi2Ti",
  "method": "ωB97M-V/def2-TZVPD",
  "species": ["Ti", "C", "N", "C", "C", "O", "C", "O", "C", "C", "O", "N", "C", "C", "H", "H", "H", "H", "H", "H", "H", "H", "H", "H", "H", "H", "H", "H", "H", "H", "C", "C", "C", "O", "C", "O", "O", "H", "H", "H", "H", "H", "H", "H", "C", "Si", "C", "C", "C", "C", "C", "C", "C", "Si", "C", "C", "H", "H", "H", "H", "H", "H", "H", "H", "H", "H", "H", "H", "H", "H", "H", "H", "O", "S", "C", "C", "C", "C", "C", "C", "C", "C", "C", "C", "C", "C", "C", "C", "H", "H", "H", "H", "H", "H", "H", "H", "H", "H", "H", "H", "H", "H"],
  "coordinates": [[-0.0383, -0.4079, 0.0020], [-4.0826, -2.2889, -1.9814], [-4.1775, -1.4111, -0.8182], [-5.4920, -1.3180, -0.2037], [-3.0564, -0.9714, -0.2411], [-1.9355, -1.2234, -0.6889], [-3.1465, -0.1053, 1.0035], [-1.8832, 0.5149, 1.1222], [-1.6866, 1.1240, 2.3818], [-0.2014, 1.4205, 2.4561], [0.5301, 0.9545, 1.5723], [0.2736, 2.1595, 3.4524], [1.7101, 2.4129, 3.5436], [-0.5261, 2.6644, 4.5533], [-4.3385, -3.3128, -1.7039], [-3.0694, -2.2643, -2.3673], [-4.7798, -1.9440, -2.7449], [-5.7665, -2.2648, 0.2662], [-6.2273, -1.0889, -0.9743], [-5.5280, -0.5326, 0.5442], [-3.3391, -0.7547, 1.8634], [-3.9252, 0.6583, 0.9336], [-1.9675, 0.4413, 3.1913], [-2.2856, 2.0364, 2.4553], [2.2067, 1.9996, 2.6727], [2.1095, 1.9508, 4.4473], [1.8837, 3.4881, 3.5890], [-1.5864, 2.5045, 4.3848], [-0.3534, 3.7351, 4.6641], [-0.2417, 2.1687, 5.4828], [-1.5305, -4.0607, 0.2318], [-0.5476, -3.2612, 1.0999], [0.2568, -4.1964, 1.9891], [-1.2647, -2.3212, 1.9509], [0.3221, -2.3659, 0.2132], [0.6680, -2.5669, -0.9730], [1.3117, -1.6188, 1.0338], [-2.5374, -3.9640, 0.6421], [-1.2728, -5.1190, 0.2253], [-1.5211, -3.7061, -0.7960], [-0.4254, -4.7845, 2.6113], [0.9383, -3.6406, 2.6329], [0.8231, -4.9009, 1.3835], [-1.4490, -2.7781, 2.7793], [3.1618, -1.6198, 3.1265], [2.9744, -1.7893, 1.2599], [3.5043, -3.4779, 0.6354], [4.0203, -0.5154, 0.3710], [5.3567, -0.5498, 0.7947], [6.3488, 0.1704, 0.1543], [6.0119, 0.9447, -0.9477], [4.6934, 0.9945, -1.3674], [3.6709, 0.2821, -0.7270], [1.9142, 0.5939, -1.4238], [1.9258, -0.0445, -3.2074], [1.8207, 2.4996, -1.3756], [3.1132, -2.5891, 3.6270], [2.3467, -1.0045, 3.5165], [4.1011, -1.1420, 3.4070], [4.5046, -3.7156, 1.0055], [3.5416, -3.4726, -0.4542], [2.8374, -4.2772, 0.9506], [5.6425, -1.1676, 1.6426], [7.3726, 0.1210, 0.5016], [6.7722, 1.5074, -1.4749], [4.4541, 1.6114, -2.2285], [2.6449, 0.4928, -3.8311], [0.9463, 0.0508, -3.6771], [2.1897, -1.1032, -3.2104], [2.5769, 2.9676, -2.0123], [2.0029, 2.8373, -0.3517], [0.8376, 2.8680, -1.6779], [-0.9979, 1.1785, -1.5045], [-1.9492, 1.2852, -2.6593], [-3.4695, 2.0362, -1.9723], [-3.3079, 3.3813, -1.3275], [-4.0540, 4.4613, -1.7893], [-3.9166, 5.7137, -1.2082], [-3.0226, 5.9004, -0.1645], [-2.2711, 4.8293, 0.2982], [-2.4143, 3.5735, -0.2719], [-1.4186, 2.7460, -3.6060], [-0.3776, 2.4084, -4.6346], [-0.6448, 1.4684, -5.6261], [0.3065, 1.1796, -6.5915], [1.5308, 1.8320, -6.5759], [1.8006, 2.7707, -5.5916], [0.8508, 3.0559, -4.6224], [-3.8483, 1.2802, -1.2828], [-4.1753, 2.0813, -2.8055], [-4.7494, 4.3250, -2.6096], [-4.5040, 6.5439, -1.5770], [-2.9085, 6.8781, 0.2842], [-1.5609, 4.9770, 1.1023], [-1.8124, 2.7403, 0.0663], [-1.0597, 3.4755, -2.8790], [-2.3231, 3.1503, -4.0689], [-1.6001, 0.9556, -5.6466], [0.0919, 0.4450, -7.3562], [2.2740, 1.6051, -7.3285], [2.7548, 3.2806, -5.5735], [1.0704, 3.7808, -3.8464]],
  "relative_energy_kcal_mol": 14.9,
  "lumo_ev": -2.2,
  "energy_ev": -105208.7163,
  "max_force_ev_per_a": 0.9,
  "gap_ev": 6.86,
  "charge": 1,
  "mol_weight_g_mol": 761.93
}



Record 4
{
  "formula": "C36H53NO2P2Se2Ta",
  "method": "ωB97M-V/def2-TZVPD",
  "species": ["Ta", "C", "C", "C", "P", "C", "C", "C", "C", "C", "C", "C", "C", "C", "N", "C", "C", "C", "C", "C", "C", "P", "C", "C", "C", "C", "C", "C", "H", "H", "H", "H", "H", "H", "H", "H", "H", "H", "H", "H", "H", "H", "H", "H", "H", "H", "H", "H", "H", "H", "H", "H", "H", "H", "H", "H", "H", "H", "H", "H", "H", "H", "H", "H", "C", "Se", "C", "C", "Se", "C", "H", "H", "H", "H", "H", "H", "H", "H", "H", "H", "C", "C", "O", "C", "C", "C", "C", "C", "C", "O", "H", "H", "H", "H", "H", "H", "H"],
  "coordinates": [[0.5499, -0.2888, -0.1269], [-0.3353, -0.2759, -4.4799], [-0.4994, 1.1284, -3.8967], [0.6928, 2.0516, -4.2084], [-0.7977, 1.0903, -2.0599], [-1.1914, 2.9513, -1.7220], [-1.9184, 3.0892, -0.3807], [-1.9157, 3.7372, -2.8367], [-2.3957, 0.2286, -2.0288], [-3.5115, 0.6001, -2.7931], [-4.7475, 0.0001, -2.5842], [-4.9253, -1.0187, -1.6441], [-3.8340, -1.4103, -0.8984], [-2.5701, -0.7906, -1.0430], [-1.4857, -1.1584, -0.2048], [-1.6651, -2.2705, 0.6912], [-2.1520, -3.5181, 0.2638], [-2.2800, -4.5537, 1.2043], [-1.9191, -4.3511, 2.5424], [-1.5952, -3.0973, 3.0001], [-1.3580, -2.0637, 2.0545], [-0.5634, -0.4674, 2.4439], [0.2238, -0.7206, 4.1526], [-0.7422, -0.5520, 5.3511], [1.0381, -2.0368, 4.2537], [-1.9691, 0.7434, 2.6212], [-1.4508, 2.0832, 3.1680], [-3.2178, 0.2282, 3.3793], [-0.4123, -0.2055, -5.5696], [-1.1420, -0.9696, -4.1649], [0.6402, -0.6975, -4.2564], [-1.4075, 1.6016, -4.3382], [0.4823, 3.1161, -3.9992], [0.9318, 1.9971, -5.2999], [1.6243, 1.7732, -3.6511], [-0.1814, 3.4003, -1.6315], [-2.9451, 2.6859, -0.4299], [-2.0297, 4.1810, -0.1919], [-1.3683, 2.6075, 0.4270], [-2.9667, 3.4208, -2.9522], [-1.3942, 3.7164, -3.8063], [-1.9657, 4.7909, -2.5395], [-3.4199, 1.3079, -3.5973], [-5.5658, 0.3282, -3.2107], [-5.8758, -1.5219, -1.5146], [-3.9670, -2.1767, -0.1580], [-2.4872, -3.6741, -0.7655], [-2.6902, -5.5230, 0.9379], [-1.8986, -5.1965, 3.1896], [-1.5087, -2.9246, 4.0607], [0.9443, 0.1175, 4.1838], [-1.6176, -1.2193, 5.3124], [-1.0866, 0.4765, 5.5183], [-0.2319, -0.8656, 6.3029], [0.6526, -2.6618, 5.0746], [2.1254, -1.8673, 4.5006], [0.9971, -2.6262, 3.3299], [-2.2840, 0.9416, 1.5905], [-1.0678, 2.0430, 4.1948], [-2.3117, 2.7879, 3.1518], [-0.5894, 2.4703, 2.5612], [-3.2626, 0.5452, 4.4233], [-3.3588, -0.8825, 3.3571], [-4.1131, 0.6731, 2.8885], [2.0385, -2.8064, -2.8208], [0.7331, -2.8763, -1.3401], [1.7614, -4.0331, -0.0135], [3.0292, -3.3170, 0.4027], [2.5872, -1.5242, 1.2761], [4.4334, -0.7691, 0.8476], [2.9102, -3.4051, -2.5118], [2.3629, -1.7797, -2.9805], [1.5453, -3.2422, -3.7247], [1.9143, -5.0085, -0.4644], [1.1405, -4.0588, 0.8695], [3.6798, -3.1034, -0.4544], [3.6464, -3.9055, 1.1370], [4.6074, -1.0476, -0.1889], [5.1573, -1.2074, 1.5457], [4.3797, 0.3208, 0.9307], [4.1653, 0.6571, -2.4183], [2.9230, 0.8395, -1.5611], [1.8699, 0.0492, -1.6794], [2.9739, 1.9933, -0.6330], [3.9933, 2.9879, -0.7688], [4.0205, 4.1125, 0.0683], [3.0671, 4.3478, 1.0591], [2.0498, 3.4070, 1.2235], [2.0133, 2.2775, 0.4065], [0.9796, 1.4152, 0.6133], [4.1528, -0.3173, -2.9558], [5.0470, 0.6785, -1.7788], [4.2557, 1.4556, -3.1390], [4.7335, 2.9027, -1.5698], [4.7970, 4.8542, -0.1550], [3.0938, 5.1978, 1.7238], [1.2254, 3.5771, 1.9075]],
  "lumo_ev": [-10.1, -10.1],
  "energy_ev": -194576.0373,
  "max_force_ev_per_a": 4.5,
  "gap_ev": [5.17, 5.18],
  "charge": 3,
  "mol_weight_g_mol": 932.64
}